# 1
DFT (ωB97M-V/def2-TZVPD) results for a molecular structure, C35H31BrFN4O5PSTi.

Geometry (Å):
Ti: 1.319 0.494 0.473
O: 2.086 -3.566 1.164
C: 2.311 -2.358 1.125
O: 1.881 -1.538 0.240
C: 3.265 -1.732 2.159
C: 4.101 -0.617 1.500
C: 5.331 -0.288 2.342
C: 4.686 0.426 3.556
C: 3.208 0.436 3.161
O: 3.275 0.555 1.722
C: 2.586 -0.957 3.344
C: 1.062 -0.792 3.347
O: 0.421 -1.208 4.312
O: 0.568 -0.122 2.374
H: 3.891 -2.530 2.557
H: 4.262 -0.736 0.433
H: 5.989 0.384 1.792
H: 5.893 -1.184 2.610
H: 5.060 1.444 3.668
H: 4.839 -0.104 4.498
H: 2.616 1.260 3.548
H: 2.860 -1.399 4.300
S: 2.968 0.732 -1.499
C: 2.184 1.193 -2.984
N: 0.824 0.996 -3.044
C: 0.085 1.451 -4.133
C: 0.774 1.928 -5.220
C: 2.160 1.988 -5.150
N: 2.863 1.656 -4.001
H: 0.329 0.770 -2.172
H: -0.988 1.351 -4.066
H: 0.245 2.252 -6.109
H: 2.751 2.353 -5.981
Br: 3.377 4.374 3.448
C: 1.490 4.207 3.182
C: 0.746 5.366 3.002
C: -0.609 5.202 2.782
C: -1.149 3.928 2.752
C: -0.304 2.847 2.950
N: 1.002 2.999 3.167
H: 1.213 6.339 3.015
H: -1.237 6.070 2.619
H: -2.201 3.768 2.557
H: -0.647 1.820 2.909
F: 1.229 2.360 0.419
N: -0.469 0.201 -0.506
P: -1.598 -0.738 -0.890
C: -3.067 0.169 -1.530
C: -4.307 -0.417 -1.774
C: -5.366 0.344 -2.248
C: -5.193 1.704 -2.479
C: -3.964 2.297 -2.227
C: -2.906 1.532 -1.749
C: -2.307 -1.802 0.423
C: -2.934 -3.022 0.171
C: -3.431 -3.784 1.219
C: -3.280 -3.345 2.528
C: -2.632 -2.146 2.787
C: -2.158 -1.372 1.737
C: -1.224 -1.960 -2.199
C: -0.165 -2.829 -1.925
C: 0.253 -3.737 -2.885
C: -0.371 -3.782 -4.127
C: -1.410 -2.909 -4.410
C: -1.835 -1.999 -3.447
H: -4.447 -1.476 -1.587
H: -6.327 -0.121 -2.436
H: -6.019 2.300 -2.850
H: -3.824 3.357 -2.402
H: -1.938 1.970 -1.528
H: -3.009 -3.390 -0.846
H: -3.908 -4.736 1.015
H: -3.638 -3.956 3.349
H: -2.445 -1.827 3.805
H: -1.592 -0.471 1.932
H: 0.362 -2.766 -0.978
H: 1.085 -4.394 -2.663
H: -0.032 -4.483 -4.880
H: -1.883 -2.922 -5.385
H: -2.635 -1.309 -3.684

Results
Multiplicity: 3
Net charge: -2
Frontier orbital gap (spin up / spin down) in hartree: 0.13331 / 0.21155
ΔE to the lowest compared entry with this formula, charge and spin in kJ/mol: 53.2
LUMO (spin up / spin down) in hartree: 0.14646 / 0.14646

Mulliken charges, unit e, in atom order: 0.708, -0.818, -0.054, -0.264, 0.182, -0.239, -1.127, -1.015, -0.224, -0.500, 0.104, -0.131, -0.843, 0.580, 0.546, 0.689, 0.349, 0.412, 0.243, 0.387, 0.777, 0.337, -0.522, 0.525, 0.313, -0.162, -0.603, -0.433, -0.661, -0.133, 0.330, 0.335, 0.374, -0.212, 0.435, -0.666, -0.179, -1.077, -0.407, 0.002, 0.377, 0.369, 0.415, 0.676, -0.630, -0.119, 1.525, -0.131, -0.256, -0.741, -0.398, -0.827, -0.455, 0.863, -0.696, -0.697, -0.560, -0.443, -0.444, 0.263, -0.215, -0.659, -0.431, -0.662, -0.576, 0.356, 0.377, 0.360, 0.408, 0.537, 0.356, 0.369, 0.359, 0.388, -0.030, 0.152, 0.448, 0.337, 0.358, 0.320

# 2
DFT (ωB97M-V/def2-TZVPD) results for a molecular structure, C35H31ClN8O4RuSe at a distorted geometry.

Geometry (Å):
Ru: 0.193 -0.049 -0.588
C: -0.242 -0.656 -3.978
N: -0.703 -1.322 -2.786
C: -2.124 -1.521 -2.675
C: -2.642 -0.321 -2.034
N: -1.971 0.335 -1.127
C: -2.852 1.234 -0.571
C: -2.796 1.975 0.581
C: -3.860 2.733 0.959
C: -5.037 2.759 0.196
C: -5.121 1.999 -0.970
C: -4.041 1.215 -1.309
N: -3.854 0.215 -2.247
C: 0.957 0.147 -3.632
N: 1.277 0.493 -2.422
C: 2.442 1.277 -2.503
C: 3.284 1.820 -1.536
C: 4.419 2.454 -1.997
C: 4.679 2.643 -3.358
C: 3.845 2.165 -4.334
C: 2.709 1.433 -3.871
N: 1.756 0.733 -4.556
H: -1.004 -0.002 -4.359
H: -0.022 -1.302 -4.858
H: -0.228 -2.208 -2.636
H: -2.257 -2.337 -1.970
H: -2.597 -1.699 -3.632
H: -1.877 2.007 1.142
H: -3.892 3.344 1.833
H: -5.936 3.273 0.566
H: -6.039 2.030 -1.574
H: -4.557 -0.119 -2.912
H: 3.039 1.727 -0.501
H: 5.132 2.904 -1.281
H: 5.585 3.181 -3.626
H: 4.002 2.307 -5.387
H: 1.687 0.655 -5.569
C: -0.532 4.494 -1.989
C: -0.052 5.181 -0.854
C: 0.394 4.496 0.261
C: 0.335 3.088 0.251
N: -0.093 2.448 -0.838
C: -0.435 3.123 -1.923
C: 0.593 2.208 1.425
C: 0.635 2.783 2.684
C: 1.052 2.062 3.778
C: 1.425 0.751 3.591
C: 1.209 0.125 2.366
C: 0.834 0.869 1.248
H: -0.748 5.001 -2.908
H: -0.025 6.282 -0.934
H: 0.847 4.978 1.087
H: -0.582 2.513 -2.852
H: 0.331 3.802 2.895
H: 1.193 2.587 4.715
H: 1.818 0.192 4.421
H: 1.494 -0.900 2.224
C: -2.601 -3.232 3.387
N: -1.180 -3.357 3.083
C: -0.632 -2.913 1.937
Se: -1.596 -1.762 0.807
N: 0.643 -3.333 1.869
C: 0.940 -4.070 3.018
C: 2.135 -4.645 3.467
C: 2.073 -5.266 4.682
C: 0.879 -5.323 5.440
C: -0.270 -4.724 5.020
C: -0.234 -4.097 3.778
H: -2.908 -2.178 3.351
H: -2.772 -3.548 4.419
H: -3.279 -3.823 2.777
H: 1.301 -3.220 1.104
H: 2.982 -4.586 2.853
H: 2.983 -5.677 5.101
H: 0.916 -5.815 6.407
H: -1.149 -4.816 5.647
O: 1.676 -4.390 -1.095
Cl: 2.167 -3.087 -1.480
O: 1.667 -2.704 -2.796
O: 3.583 -2.989 -1.456
O: 1.629 -2.052 -0.442

Results
Multiplicity: 6
Net charge: +1
Frontier orbital gap (spin up / spin down) in hartree: 0.28163 / 0.23818
ΔE to the lowest compared entry with this formula, charge and spin in kJ/mol: 0.0
LUMO (spin up / spin down) in hartree: -0.07461 / -0.14198

Mulliken charges, unit e, in atom order: 0.365, -0.971, 0.008, -2.070, -0.020, 2.230, -0.579, -0.395, -0.912, -0.539, -1.054, 0.775, -0.112, -0.808, 1.490, -0.300, -0.634, -0.757, -0.522, -1.085, 0.975, -0.049, 0.445, 0.514, 0.198, 0.412, 0.522, 0.345, 0.508, 0.374, 0.404, 0.320, 0.408, 0.392, 0.390, 0.451, 0.293, -1.155, -0.726, -1.190, 1.009, 1.163, -0.435, 1.012, -1.228, -0.909, -0.748, 0.139, 0.208, 0.495, 0.389, 0.602, 0.108, 0.436, 0.420, 0.470, 0.640, -0.980, 0.347, -0.500, -0.226, 0.497, 0.546, -0.696, -0.622, -0.513, -0.911, 0.726, 0.333, 0.347, 0.317, -0.032, 0.575, 0.389, 0.393, 0.327, -0.651, 1.822, -0.732, -0.631, -0.837

# 3
DFT (ωB97M-V/def2-TZVPD) results for a molecular structure, C35H31F3FeN7O2S2Se at a distorted geometry.

Geometry (Å):
Fe: -0.159 0.097 0.054
O: -7.342 0.011 1.051
C: -6.836 0.040 -0.079
O: -7.295 0.100 -1.229
C: -5.248 0.006 -0.049
C: -4.531 0.060 -1.230
C: -3.143 0.014 -1.176
N: -2.495 -0.058 -0.017
C: -3.173 -0.112 1.126
C: -4.565 -0.094 1.147
C: -2.355 -0.228 2.351
C: -2.906 -0.085 3.622
C: -2.096 -0.234 4.731
C: -0.754 -0.525 4.544
C: -0.283 -0.627 3.250
N: -1.055 -0.483 2.174
C: -2.289 0.003 -2.383
C: -2.819 0.029 -3.670
C: -1.966 -0.052 -4.756
C: -0.603 -0.160 -4.533
C: -0.156 -0.153 -3.223
N: -0.970 -0.064 -2.175
H: -5.095 0.124 -2.150
H: -5.147 -0.167 2.055
H: -3.953 0.151 3.738
H: -2.506 -0.119 5.726
H: -0.079 -0.649 5.379
H: 0.765 -0.824 3.068
H: -3.885 0.104 -3.824
H: -2.364 -0.039 -5.762
H: 0.100 -0.242 -5.349
H: 0.902 -0.217 -3.002
F: 1.776 6.041 0.898
C: 0.985 5.274 1.693
F: 1.791 4.632 2.537
F: 0.247 6.137 2.430
C: 0.093 4.417 0.837
C: -0.720 5.112 -0.043
C: -1.531 4.424 -0.929
C: -1.475 3.045 -0.909
N: -0.723 2.359 -0.057
C: 0.055 3.004 0.839
S: 0.898 1.972 1.910
H: -0.708 6.195 -0.032
H: -2.179 4.941 -1.620
H: -2.070 2.451 -1.593
C: 8.247 0.182 0.203
C: 6.752 0.186 0.041
C: 6.029 1.370 0.015
C: 4.649 1.391 -0.142
C: 3.922 2.704 -0.164
C: 3.982 0.166 -0.266
Se: 2.066 0.179 -0.526
C: 4.680 -1.048 -0.253
C: 4.017 -2.395 -0.395
C: 6.059 -1.010 -0.096
H: 8.635 1.193 0.314
H: 8.725 -0.277 -0.664
H: 8.535 -0.397 1.082
H: 6.556 2.312 0.112
H: 4.622 3.535 -0.247
H: 3.338 2.836 0.748
H: 3.225 2.751 -1.003
H: 2.979 -2.299 -0.705
H: 4.052 -2.933 0.555
H: 4.542 -3.000 -1.135
H: 6.607 -1.947 -0.085
C: -4.046 -4.698 -0.449
C: -2.777 -4.798 -1.306
C: -1.659 -4.019 -0.700
N: -1.456 -2.770 -0.880
N: -0.421 -2.256 -0.165
C: 0.202 -3.143 0.559
N: 1.266 -2.861 1.347
S: -0.497 -4.733 0.423
H: -4.852 -5.283 -0.890
H: -4.370 -3.660 -0.382
H: -3.861 -5.069 0.560
H: -2.966 -4.381 -2.295
H: -2.479 -5.840 -1.424
H: 1.730 -1.985 1.149
H: 1.830 -3.616 1.691

Results
Multiplicity: 6
Frontier orbital gap (spin up / spin down) in hartree: 0.26894 / 0.18729
ΔE to the lowest compared entry with this formula, charge and spin in kJ/mol: 101.5
LUMO (spin up / spin down) in hartree: -0.01109 / -0.09273

Mulliken charges, unit e, in atom order: 0.889, -0.726, 0.364, -0.727, -0.997, -1.033, 0.727, 1.139, 0.805, -1.185, 0.042, -1.151, -0.612, -1.077, -0.262, 0.786, 0.350, -0.988, -0.660, -0.851, -0.598, 0.821, 0.761, 0.593, 0.447, 0.454, 0.432, 0.414, 0.544, 0.459, 0.468, 0.227, -0.270, 0.663, -0.245, -0.276, -0.171, -0.498, -1.230, -0.114, 0.369, 0.741, -0.324, 0.471, 0.454, 0.302, -1.529, 0.710, -1.065, 0.933, -1.464, 0.310, -0.005, 1.022, -1.853, -0.800, 0.342, 0.346, 0.344, 0.306, 0.422, 0.163, 0.326, 0.243, 0.290, 0.502, 0.449, -0.947, -0.522, 0.268, -0.788, 0.777, 0.254, -0.093, -0.226, 0.363, 0.218, 0.311, 0.244, 0.365, -0.274, 0.324